# 1
{
  "formula": "C26H43Cl3O2P2Zr",
  "method": "the ωB97M-V functional and the def2-TZVPD basis",
  "elements": ["Zr", "C", "C", "C", "C", "C", "C", "H", "H", "H", "C", "H", "H", "H", "C", "H", "H", "H", "C", "H", "H", "H", "C", "H", "H", "H", "C", "C", "C", "C", "C", "C", "C", "C", "H", "H", "H", "H", "H", "H", "H", "H", "H", "H", "H", "H", "P", "P", "C", "C", "H", "H", "H", "H", "C", "H", "H", "H", "C", "H", "H", "H", "C", "H", "H", "H", "C", "H", "H", "H", "Cl", "C", "Cl", "Cl", "C", "O", "O"],
  "coordinates": [[0.0570, -0.2779, 1.0187], [-0.6598, -2.2947, 2.4619], [0.6954, -2.4623, 1.9932], [0.6963, -0.8796, 3.7066], [-0.6419, -1.3143, 3.5170], [1.5299, -1.5593, 2.7558], [-1.8441, -3.1283, 2.1033], [-1.7257, -3.5856, 1.1120], [-2.7616, -2.5200, 2.0913], [-1.9950, -3.9428, 2.8355], [-1.7830, -0.9527, 4.3863], [-2.7274, -1.3132, 3.9632], [-1.8464, 0.1388, 4.4982], [-1.6767, -1.3829, 5.3960], [1.1640, 0.0201, 4.7857], [0.9898, -0.4290, 5.7758], [0.6099, 0.9673, 4.7503], [2.2332, 0.2370, 4.6909], [3.0205, -1.5144, 2.7327], [3.4524, -2.1707, 3.5110], [3.3840, -0.4930, 2.9207], [3.4129, -1.8429, 1.7587], [1.1956, -3.5965, 1.1647], [1.5320, -4.4403, 1.7892], [2.0505, -3.2887, 0.5539], [0.4160, -3.9832, 0.5009], [-1.6985, 0.8784, -3.7473], [-1.8169, -0.4488, -3.6674], [-1.0437, -1.4095, -4.5190], [0.4637, -1.0880, -4.6003], [1.0683, -0.4493, -3.3690], [1.2690, 0.8724, -3.2793], [0.6385, 1.9260, -4.1314], [-0.7824, 1.6124, -4.6819], [-1.4599, -1.4209, -5.5428], [0.6557, -0.4681, -5.4948], [-1.1698, -2.4334, -4.1380], [-0.7092, 1.0955, -5.6522], [-2.3927, 1.5432, -3.2082], [-2.6908, -0.8951, -3.1823], [-1.2477, 2.5920, -4.8952], [0.5705, 2.8730, -3.5684], [2.0843, 1.2602, -2.6769], [1.2938, 2.1473, -4.9936], [0.9905, -2.0440, -4.7838], [1.5472, -1.1607, -2.6781], [-1.7662, -0.0631, -0.5496], [1.9831, 1.2688, 0.2742], [-0.7042, 1.4281, -1.1268], [0.5618, 2.1742, -0.5748], [-1.4893, 2.1832, -1.2876], [-0.4303, 1.0362, -2.1038], [1.0557, 2.6502, -1.4376], [0.2243, 2.9841, 0.0975], [2.7370, 2.5507, 1.2913], [3.3766, 2.0610, 2.0396], [1.9703, 3.1409, 1.8143], [3.3509, 3.2096, 0.6565], [3.3434, 0.7077, -0.7622], [3.8599, 1.5643, -1.2293], [3.0104, 0.0010, -1.5397], [4.0536, 0.1593, -0.1173], [-3.4765, 0.1232, -0.8314], [-3.9732, -0.7521, -0.3858], [-3.6850, 0.1978, -1.9011], [-3.7891, 1.0258, -0.2854], [-0.9731, -1.6167, -1.1753], [-0.1929, -2.0752, -0.5243], [-0.5155, -1.4395, -2.1515], [-1.7867, -2.3516, -1.2825], [-0.1817, 4.3728, 2.5503], [-1.5557, 3.3976, 3.1487], [-1.2176, 2.7287, 4.7653], [-2.9757, 4.4537, 3.2942], [-1.7221, 2.2446, 2.0750], [-2.6441, 2.3720, 1.2880], [-0.7956, 1.2893, 2.0077]],
  "mulliken_charge": [-0.183, 1.425, 0.126, 1.494, 0.664, 0.119, -1.917, 0.307, 0.435, 0.350, -1.465, 0.378, 0.178, 0.344, -1.583, 0.324, 0.154, 0.425, -1.846, 0.357, 0.429, 0.262, -1.438, 0.324, 0.394, 0.380, -0.227, -0.335, -1.046, -0.958, 0.141, -0.998, -0.858, -1.100, 0.406, 0.312, 0.331, 0.337, 0.600, 0.841, 0.496, 0.192, 0.951, 0.503, 0.368, 0.377, 1.242, 1.525, 1.912, -1.555, 0.793, -2.520, 0.688, 0.578, -1.092, 0.384, 0.147, 0.473, -1.560, 0.502, 0.352, 0.459, -1.310, 0.463, 0.517, 0.382, -0.342, 0.178, -0.870, 0.648, -0.150, 0.880, -0.123, -0.074, -0.059, -0.546, -0.697],
  "mol_weight_g_mol": 647.159,
  "fmax_ev_per_a": 4.8,
  "homo_lumo_gap_ev": 7.119,
  "total_energy_ha": -3276.73916,
  "total_charge": 2,
  "e_lumo_ev": -7.05
}

# 2
{
  "formula": "C12H20Br2Cl10NO5PS",
  "method": "the ωB97M-V functional and the def2-TZVPD basis",
  "elements": ["C", "C", "Cl", "C", "Cl", "C", "O", "S", "O", "O", "O", "C", "C", "Br", "C", "C", "Br", "P", "N", "O", "H", "H", "H", "H", "H", "H", "H", "H", "H", "H", "H", "H", "C", "Cl", "Cl", "H", "H", "C", "Cl", "Cl", "H", "H", "C", "Cl", "Cl", "H", "H", "C", "Cl", "Cl", "H", "H"],
  "coordinates": [[-3.0187, -2.1158, -0.4364], [-2.4021, -2.7072, 1.0023], [-3.0489, -4.4190, 1.4779], [-1.4380, -1.9272, 1.8774], [-0.9172, -2.7575, 3.4695], [-0.9991, -0.4449, 1.3672], [-1.9714, 0.6062, 1.8182], [-1.1423, 2.1021, 1.5483], [-1.7060, 3.1190, 2.5694], [-1.3382, 2.8085, 0.1760], [0.4153, 1.4480, 1.8910], [0.5495, 0.0548, 1.3418], [1.0869, 0.3885, -0.1691], [2.4686, 1.8549, -0.2568], [1.6890, -0.8830, -1.0054], [0.8249, -2.2731, -0.8753], [3.6887, -1.1521, -0.6992], [1.7989, -0.6644, 2.6445], [3.2793, 0.3932, 2.7139], [2.3461, -2.2616, 2.1784], [-4.1903, -2.2468, -0.3403], [-2.6419, -2.6991, -1.3724], [-2.8484, -0.9630, -0.4819], [-1.2445, -0.4760, 0.2200], [0.1591, 0.7929, -0.8023], [1.6247, -0.5728, -2.1572], [1.3687, -3.0891, -1.5183], [0.6763, -2.6667, 0.2158], [-0.2306, -2.0844, -1.3877], [3.8824, 0.2427, 1.8772], [3.0033, 1.3927, 2.8433], [2.0559, -2.8541, 2.9383], [1.3238, -1.9088, -4.8065], [2.8173, -2.1373, -3.8889], [-0.0959, -2.1929, -3.7920], [1.2915, -0.8840, -5.1844], [1.3093, -2.6113, -5.6434], [-2.7801, 1.8767, -2.5241], [-2.3270, 1.9409, -4.2316], [-2.0817, 0.4580, -1.7336], [-2.4151, 2.7776, -2.0250], [-3.8689, 1.8272, -2.4464], [3.8070, -0.6003, 6.4100], [2.7323, -1.1499, 5.1185], [5.3908, -1.3770, 6.2932], [3.9348, 0.4819, 6.3301], [3.3593, -0.8487, 7.3754], [-2.9066, 5.7457, -3.6968], [-3.7063, 4.8869, -2.3748], [-1.1501, 5.7259, -3.4977], [-3.1628, 5.2615, -4.6422], [-3.2517, 6.7825, -3.7079]],
  "nbo_charge": [-0.687, 0.075, -0.017, -0.090, -0.003, -0.033, -0.625, 2.288, -0.807, -0.836, -0.671, -0.086, -0.329, 0.041, -0.267, -0.675, -0.010, 1.216, -1.133, -0.969, 0.252, 0.247, 0.240, 0.255, 0.275, 0.244, 0.255, 0.240, 0.218, 0.398, 0.403, 0.511, -0.399, -0.009, -0.027, 0.227, 0.228, -0.393, -0.026, -0.025, 0.259, 0.228, -0.402, -0.009, -0.029, 0.222, 0.223, -0.400, -0.027, -0.014, 0.226, 0.227],
  "mol_weight_g_mol": 835.673,
  "fmax_ev_per_a": 6.0,
  "homo_lumo_gap_ev": 7.957,
  "total_energy_ha": -11389.38944,
  "e_lumo_ev": -0.57
}

# 3
{
  "formula": "C16H15N3O4S",
  "method": "the ωB97M-V functional and the def2-TZVPD basis",
  "elements": ["C", "C", "O", "C", "C", "N", "C", "C", "C", "C", "C", "O", "H", "H", "H", "H", "H", "H", "H", "H", "H", "H", "H", "O", "N", "O", "C", "C", "C", "C", "N", "C", "S", "C", "C", "H", "H", "H", "H"],
  "coordinates": [[4.0401, -1.2447, 3.3283], [2.6199, -0.7367, 3.4845], [1.6662, -1.5830, 2.8811], [0.4093, -1.0120, 2.9884], [-0.6907, -1.8334, 2.6704], [-2.0209, -1.4462, 2.7855], [-2.3905, -0.1486, 3.0457], [-3.6983, 0.2130, 3.1943], [-4.6890, -0.7422, 3.0902], [-4.3396, -2.0514, 2.8178], [-3.0221, -2.3863, 2.6643], [0.2521, 0.1514, 3.3699], [4.7338, -0.7425, 4.0049], [4.0904, -2.3141, 3.5306], [4.4018, -1.0997, 2.3107], [2.3376, -0.6597, 4.5445], [2.5016, 0.2660, 3.0489], [-0.4795, -2.8418, 2.3756], [-1.6074, 0.5826, 3.1327], [-3.9573, 1.2373, 3.4063], [-5.7234, -0.4708, 3.2298], [-5.1041, -2.8069, 2.7347], [-2.7372, -3.4057, 2.4729], [1.6868, 2.1079, -7.9309], [1.1236, 2.8076, -7.0813], [0.6978, 3.9455, -7.3202], [0.9505, 2.2702, -5.7393], [0.3218, 3.0280, -4.7667], [0.1412, 2.5165, -3.5087], [0.5881, 1.2311, -3.1929], [0.3918, 0.7388, -1.9344], [0.6925, -0.3570, -1.3907], [1.0707, -1.7227, -0.7108], [1.2278, 0.4810, -4.1815], [1.4056, 0.9971, -5.4388], [-0.0190, 4.0193, -5.0186], [-0.3474, 3.0958, -2.7455], [1.5768, -0.5080, -3.9442], [1.8985, 0.4241, -6.2074]],
  "nbo_charge": [-0.627, -0.072, -0.523, 0.707, -0.319, -0.213, -0.006, -0.210, -0.217, -0.210, 0.003, -0.696, 0.217, 0.211, 0.206, 0.174, 0.193, 0.204, 0.280, 0.231, 0.220, 0.229, 0.219, -0.377, 0.503, -0.379, 0.072, -0.189, -0.215, 0.163, -0.493, 0.248, 0.125, -0.234, -0.187, 0.251, 0.233, 0.226, 0.251],
  "mol_weight_g_mol": 345.380,
  "fmax_ev_per_a": 5.0,
  "homo_lumo_gap_ev": 6.439,
  "total_energy_ha": -1481.96472,
  "e_lumo_ev": -0.89,
  "relative_energy_kcal_mol": 127.2
}